A) Below is an isolated ion of composition C4H11N2S and charge -1, with properties calculated with ωB97M-V with the def2-TZVPD basis set.

```
18
Properties=species:S:1:pos:R:3
N -0.72 -3.40 2.26
C -0.89 -2.55 1.11
N -0.15 -1.26 1.22
C -0.59 -0.36 0.12
C 0.52 0.58 -0.35
C -0.03 1.60 -1.37
S 1.12 3.03 -1.59
H 0.25 -3.43 2.55
H -1.12 -2.88 3.04
H -1.95 -2.35 0.97
H -0.57 -3.06 0.19
H 0.79 -1.53 0.95
H -1.44 0.23 0.46
H -0.86 -0.95 -0.76
H 1.00 1.16 0.44
H 1.33 0.01 -0.83
H -0.94 2.03 -0.95
H -0.18 1.12 -2.34
```

**Gap between HOMO and LUMO**: 0.2097 Eh
**SMILES**: NCNCCC[S-]
**Molecular weight**: 119.21 g/mol
**Total charge**: -1

---

B) Below is an isolated ion of composition C4H11N2S and charge -1, with properties calculated with ωB97M-V with the def2-TZVPD basis set.

```
18
Properties=species:S:1:pos:R:3
N -2.00 -2.01 -0.80
C -0.89 -1.62 0.08
N 0.25 -1.10 -0.66
C 1.16 -0.32 0.26
C 1.15 1.17 0.03
C 0.15 2.09 0.75
S -0.17 3.75 -0.01
H -2.17 -1.17 -1.36
H -1.62 -2.60 -1.55
H -1.28 -0.84 0.75
H -0.64 -2.48 0.69
H 0.11 -0.39 -1.37
H 0.87 -0.54 1.31
H 2.14 -0.81 0.28
H 0.95 1.26 -1.06
H 2.14 1.62 0.05
H -0.81 1.59 0.92
H 0.66 2.40 1.67
```

**Gap between HOMO and LUMO**: 0.2263 Eh
**SMILES**: NCNCCC[S-]
**Molecular weight**: 119.21 g/mol
**Total charge**: -1

---

Energy ordering: A) at the bottom, the next structure 0.471 eV above.

---

A) Below is an isolated molecule of C3H11N3, with properties calculated with ωB97M-V with the def2-TZVPD basis set.

```
17
Properties=species:S:1:pos:R:3
N -1.22 1.89 0.81
C -0.41 1.12 1.66
C -0.55 -0.32 1.08
N -0.14 -0.28 -0.41
C 0.90 -1.27 -0.74
N 1.29 -1.22 -2.31
H -1.81 2.75 1.07
H -0.82 2.03 -0.13
H 0.66 1.30 1.85
H -0.88 1.02 2.65
H -1.61 -0.68 1.36
H 0.00 -1.11 1.51
H -0.65 0.36 -1.09
H 1.74 -0.76 -0.14
H 0.70 -2.33 -0.52
H 1.31 -1.95 -2.97
H 2.12 -0.57 -2.23
```

**Gap between HOMO and LUMO**: 0.3341 Eh
**SMILES**: NCCNCN
**Molecular weight**: 89.14 g/mol
**Total charge**: 0

---

B) Below is a 2-piece molecular cluster, C3H11N3 overall, with properties calculated with ωB97M-V with the def2-TZVPD basis set.

```
17
Properties=species:S:1:pos:R:3
C -3.53 1.14 -1.25
C -2.66 2.11 -0.91
N -1.27 1.97 -0.92
H -3.20 0.14 -1.46
H -4.55 1.37 -0.97
H -3.01 3.11 -0.70
H -0.99 1.01 -0.86
H -0.86 2.61 -0.25
N 3.27 -1.01 1.08
C 2.07 -1.91 1.09
N 1.08 -1.53 0.15
H 3.71 -0.98 0.17
H 3.90 -1.34 1.79
H 1.79 -1.81 2.15
H 2.40 -2.95 1.03
H 1.49 -1.05 -0.64
H 0.37 -0.90 0.51
```

**Gap between HOMO and LUMO**: 0.3395 Eh
**SMILES**: C=CN.NCN
**Molecular weight**: 89.14 g/mol
**Total charge**: 0

---

C) Below is an isolated molecule of C3H11N3, with properties calculated with ωB97M-V with the def2-TZVPD basis set.

```
17
Properties=species:S:1:pos:R:3
C -2.02 -0.58 0.40
N -1.10 -0.61 -0.72
C 0.41 -0.19 -0.53
C 1.07 -1.07 0.53
N 0.16 1.16 -0.17
N 1.71 1.65 -0.24
H -2.43 0.42 0.57
H -2.86 -1.26 0.20
H -1.55 -0.93 1.32
H -1.50 -0.18 -1.55
H 0.87 -0.34 -1.51
H 0.85 -2.12 0.34
H 2.16 -0.94 0.50
H 0.73 -0.82 1.53
H -0.30 1.62 -0.97
H 2.09 1.54 0.71
H 1.71 2.66 -0.41
```

**Gap between HOMO and LUMO**: 0.3477 Eh
**SMILES**: CN[C@H](C)NN
**Molecular weight**: 89.14 g/mol
**Total charge**: 0

---

Energy ordering: B) at the bottom, the next structure 0.985 eV above.

---

A) Below is a 2-piece molecular cluster, C3H11N3 overall, with properties calculated with ωB97M-V with the def2-TZVPD basis set.

```
17
Properties=species:S:1:pos:R:3
H -0.21 -0.80 4.46
N 0.60 -0.93 3.83
C 0.18 -1.14 2.61
N 0.83 -2.01 1.78
H -0.92 -0.90 2.36
H 0.41 -2.59 1.01
H 1.60 -2.44 2.27
C -1.09 0.44 -2.25
C 0.40 0.90 -1.75
N 0.52 2.42 -1.87
H -1.27 0.71 -3.23
H -1.19 -0.66 -2.22
H -1.87 0.67 -1.55
H 0.34 0.76 -0.63
H 1.09 0.07 -2.13
H -0.39 2.91 -1.73
H 0.97 2.56 -0.95
```

**Gap between HOMO and LUMO**: 0.3574 Eh
**SMILES**: [H]/N=C/N.CCN
**Molecular weight**: 89.14 g/mol
**Total charge**: 0

---

B) Below is a 2-piece molecular cluster, C3H11N3 overall, with properties calculated with ωB97M-V with the def2-TZVPD basis set.

```
17
Properties=species:S:1:pos:R:3
C -4.36 1.00 -1.00
C -3.31 0.45 -1.60
N -2.01 0.98 -1.73
H -4.25 1.87 -0.36
H -5.37 0.65 -1.13
H -3.40 -0.46 -2.18
H -1.87 1.84 -1.21
H -1.33 0.29 -1.49
N 2.80 -1.61 2.00
C 2.99 -0.28 1.38
N 2.42 -0.22 0.07
H 3.41 -2.27 1.55
H 3.14 -1.58 2.96
H 2.68 0.53 2.03
H 4.07 -0.10 1.29
H 2.98 -0.74 -0.58
H 1.42 -0.35 0.01
```

**Gap between HOMO and LUMO**: 0.3486 Eh
**SMILES**: C=CN.NCN
**Molecular weight**: 89.14 g/mol
**Total charge**: 0

---

Energy ordering: B) at the bottom, the next structure 1.073 eV above.

---

A) Below is a 2-piece molecular cluster, C6H14O overall, with properties calculated with ωB97M-V with the def2-TZVPD basis set.

```
21
Properties=species:S:1:pos:R:3
C -0.80 1.99 0.37
O -1.88 -0.46 -1.79
C -0.12 1.38 -0.71
C -1.13 0.47 0.53
C 0.01 -0.44 1.18
C 0.74 -1.35 0.18
C 2.17 -0.98 -0.21
H -1.62 2.68 0.17
H -0.25 2.29 1.26
H -2.50 -1.14 -2.10
H -0.68 1.01 -1.57
H 0.95 1.56 -0.81
H -1.92 0.43 1.29
H -1.66 -0.12 -0.30
H 0.80 0.22 1.58
H -0.43 -0.97 2.02
H 0.08 -1.45 -0.71
H 0.66 -2.38 0.54
H 2.54 -1.68 -0.97
H 2.84 -1.08 0.65
H 2.19 0.03 -0.60
```

**Gap between HOMO and LUMO**: 0.2485 Eh
**Molecular weight**: 102.18 g/mol
**Total charge**: 0

---

B) Below is a 2-piece molecular cluster, C6H14O overall, with properties calculated with ωB97M-V with the def2-TZVPD basis set.

```
21
Properties=species:S:1:pos:R:3
C 3.15 -1.01 0.07
C 1.77 -0.53 0.43
C 0.66 -1.12 0.09
C -0.57 -0.30 0.49
C -1.79 -0.58 -0.37
C -1.40 -0.66 -1.85
H 3.29 -0.79 -1.01
H 3.45 -2.03 0.35
H 3.85 -0.41 0.70
H 1.88 0.48 0.87
H 0.39 -2.10 -0.22
H -0.93 -0.21 1.47
H -0.31 0.75 0.33
H -2.28 -1.57 -0.12
H -2.61 0.29 -0.16
H -1.79 -1.67 -2.23
H -0.29 -0.80 -1.86
H -1.70 0.17 -2.44
O -1.29 3.27 1.06
H -1.35 3.54 2.04
H -2.14 3.28 0.67
```

**Gap between HOMO and LUMO**: 0.3619 Eh
**SMILES**: C/C=C/CCC.O
**Molecular weight**: 102.18 g/mol
**Total charge**: 0

---

Energy ordering: B) at the bottom, the next structure 3.678 eV above.

---

A) Below is a 2-piece molecular cluster, C6H14O overall, with properties calculated with ωB97M-V with the def2-TZVPD basis set.

```
21
Properties=species:S:1:pos:R:3
C 0.02 -2.19 -1.01
C -0.45 -1.00 -1.38
C 0.28 0.31 -1.21
C -0.57 1.41 -0.56
C 0.21 2.71 -0.40
H -0.57 -3.10 -1.12
H 0.99 -2.30 -0.53
H -1.45 -0.94 -1.81
H 0.64 0.67 -2.19
H 1.18 0.13 -0.60
H -0.95 1.07 0.41
H -1.46 1.60 -1.19
H -0.39 3.53 0.01
H 0.61 3.06 -1.37
H 1.07 2.57 0.27
C 0.39 -1.21 2.36
O -0.92 -1.38 1.90
H 0.35 -1.37 3.44
H 0.78 -0.19 2.15
H 1.08 -1.94 1.90
H -0.86 -1.43 0.94
```

**Gap between HOMO and LUMO**: 0.4082 Eh
**SMILES**: C=CCCC.CO
**Molecular weight**: 102.18 g/mol
**Total charge**: 0

---

B) Below is an isolated molecule of C6H14O, with properties calculated with ωB97M-V with the def2-TZVPD basis set.

```
21
Properties=species:S:1:pos:R:3
C 0.33 -3.69 -0.07
C 0.92 -2.28 -0.05
C 0.05 -1.07 -0.36
O 0.17 -0.04 0.55
C -0.49 1.09 0.03
C 0.03 2.33 0.71
C -0.68 3.58 0.21
H -0.45 -3.77 -0.84
H 1.12 -4.40 -0.36
H -0.10 -4.06 0.87
H 1.69 -2.11 0.72
H 1.34 -2.00 -1.01
H -0.98 -1.33 -0.60
H 0.50 -0.67 -1.44
H -1.58 0.97 0.17
H -0.30 1.12 -1.06
H 1.11 2.39 0.51
H -0.09 2.22 1.79
H -1.75 3.55 0.44
H -0.58 3.68 -0.88
H -0.26 4.48 0.67
```

**Gap between HOMO and LUMO**: 0.3888 Eh
**SMILES**: CCCOCCC
**Molecular weight**: 102.18 g/mol
**Total charge**: 0

---

Energy ordering: A) at the bottom, the next structure 0.697 eV above.